Entry 1:
Entry from the OMol25 dataset: a cluster of 3 separate species, C4H13NO2 in total at a distorted geometry (the ωB97M-V functional and the def2-TZVPD basis).

E_HOMO (alpha / beta) ... -14.476 / -14.457 eV
Gap between HOMO and LUMO (alpha / beta) ... 10.754 / 5.600 eV
Energy relative to the best compared isomer or geometry (same formula, charge and spin) ... 197.3 kJ/mol
Strongest force on any atom ... 2.3 eV/Å
Electronic energy ... -9934.1110 eV

```
! wB97M-V def2-TZVPD RIJCOSX def2/J DEFGRID3
* xyz 1 2
H -0.4719 -0.5958 -3.3159
O -0.1943 2.5571 0.9988
H -1.4762 0.0777 1.3887
H 0.5577 0.7379 -3.1599
H -2.7990 0.4851 2.0062
C 1.2628 -0.7530 0.7858
C 0.0075 -0.2756 -1.3149
H 2.0842 0.1503 -0.9421
H -1.1641 0.8949 -2.6312
H -0.3810 1.7903 1.5551
H -0.9279 -0.5481 -0.8200
C 1.1524 -0.3059 -0.6191
H 0.1000 -2.4634 0.6466
H 0.1960 2.2720 0.1720
H 2.2299 -1.3192 0.7916
H 1.4653 0.0263 1.5284
H 0.2704 -1.8733 2.2028
N 0.2284 -1.6292 1.2138
C -0.2816 0.2614 -2.6485
O -1.8586 0.5105 2.1619
*
```

---

Entry 2:
Entry from the OMol25 dataset: the ion C4H11N2O with charge +2 at a distorted geometry (the ωB97M-V functional and the def2-TZVPD basis).

E_HOMO (alpha / beta) ... -20.400 / -20.396 eV
Gap between HOMO and LUMO (alpha / beta) ... 11.334 / 6.176 eV
Energy relative to the best compared isomer or geometry (same formula, charge and spin) ... 205.6 kJ/mol
Strongest force on any atom ... 3.6 eV/Å
Electronic energy ... -9332.7998 eV

```
! wB97M-V def2-TZVPD RIJCOSX def2/J DEFGRID3
* xyz 2 2
H -1.7819 0.6082 1.4230
H 1.0176 2.1419 -2.4203
H 0.6435 -1.6984 -0.1401
H -2.3976 -0.1446 -0.0159
H -0.1546 1.3029 -0.0043
H -1.0523 -2.3117 0.8820
C -0.8672 -1.2788 1.2213
N 0.3676 -0.8671 0.4014
O 2.7015 0.1396 -0.4997
H 1.2281 -0.6826 0.9340
H -0.2793 0.2906 -1.3910
C 0.2611 0.3799 -0.4136
H -2.9810 -0.6987 1.6265
N 1.7205 1.7472 -1.8023
C 1.7268 0.6913 -1.0212
H -0.6799 -1.2421 2.3084
H 2.6591 2.0037 -2.1292
C -2.1320 -0.3813 1.0410
*
```

---

Entry 3:
Entry from the OMol25 dataset: the molecule C2H5FS at a distorted geometry (the ωB97M-V functional and the def2-TZVPD basis).

E_HOMO ... -9.259 eV
Gap between HOMO and LUMO ... 10.066 eV
Energy relative to the best compared isomer or geometry (same formula, charge and spin) ... 49.7 kJ/mol
Strongest force on any atom ... 2.8 eV/Å
Electronic energy ... -15706.8407 eV

```
! wB97M-V def2-TZVPD RIJCOSX def2/J DEFGRID3
* xyz 0 1
H -0.2551 0.0976 -1.6765
S -1.0278 1.3249 0.9017
H 1.2853 1.0018 0.4196
H -1.9205 0.6355 1.8628
H 1.1676 -0.8345 -1.4346
F -0.5746 -1.5743 -0.7665
C 0.2214 -0.4682 -0.9491
C 0.4310 0.3163 0.4428
H 0.6726 -0.4991 1.1999
*
```

---

Entry 4:
Entry from the OMol25 dataset: a cluster of 12 separate species, C32H92N4O12 in total at a distorted geometry (the ωB97M-V functional and the def2-TZVPD basis).

E_HOMO ... -8.907 eV
Gap between HOMO and LUMO ... 9.280 eV
Energy relative to the best compared isomer or geometry (same formula, charge and spin) ... 202.7 kJ/mol
Strongest force on any atom ... 2.7 eV/Å
Electronic energy ... -65200.4660 eV

```
! wB97M-V def2-TZVPD RIJCOSX def2/J DEFGRID3
* xyz 0 1
O 11.5548 17.2864 15.7186
H 12.7012 13.7914 10.3611
H 6.4035 16.3245 11.4377
H 6.9756 18.3937 12.9040
H 12.6100 22.6387 12.8132
C 12.0783 18.4309 15.1166
C 8.0558 18.7526 14.8283
H 15.3947 8.9306 13.7745
H 15.4866 16.2559 12.8929
O 6.0791 15.2558 16.1263
O 11.0824 16.9872 11.2632
H 16.3960 20.6498 10.6279
C 7.5337 13.6628 17.1273
C 11.0796 22.3676 14.2330
H 14.4921 12.9756 8.6954
C 10.0903 16.8078 12.2674
H 5.5752 15.4461 15.3317
H 14.3707 14.4724 7.9411
H 10.1745 14.7120 12.0742
H 9.8202 16.3426 8.3710
H 13.8453 9.4787 16.3556
H 13.7716 18.9899 8.0804
H 8.1331 15.4328 13.3924
H 6.9841 13.4082 18.0335
C 13.8662 11.1298 14.8971
H 11.3008 16.6312 15.0646
O 12.9672 17.2408 7.1694
C 11.0225 18.2135 10.6186
C 15.2722 17.4154 7.7523
H 6.7524 20.6281 13.6350
H 12.8270 16.7587 7.9876
H 8.5161 17.7696 14.9272
C 9.1653 15.5449 8.0206
H 11.9987 9.4298 14.8443
H 14.1587 17.2766 12.4789
H 10.1899 17.5858 13.0243
O 13.7955 15.2558 12.0343
H 13.0464 9.0830 13.6856
H 13.2903 20.1819 15.7260
H 14.0460 18.6623 16.1764
C 13.3458 14.5060 9.8492
H 8.8027 15.9527 6.0112
H 5.6877 15.2980 10.2650
N 11.4228 15.2668 13.6974
H 8.8381 19.2872 14.2897
O 10.2968 10.2490 12.0932
O 7.6605 15.8654 9.9337
C 13.9806 18.2064 7.3520
H 12.5284 18.1897 14.1536
H 15.2358 14.1811 10.9212
N 9.8500 14.4338 8.6971
C 9.0792 11.0977 13.9999
H 7.2680 16.7212 8.1564
H 11.6988 18.1745 9.7647
C 7.0471 19.7291 10.2081
C 10.2147 15.3900 12.9267
C 7.8064 20.9406 9.7042
H 8.1714 11.2673 13.4208
C 15.2031 8.8122 14.8410
H 11.2442 19.1243 15.0090
H 9.6760 13.5581 8.2249
N 12.8490 8.9162 14.6620
H 11.3741 18.8544 11.4271
C 11.9555 21.8283 13.1340
H 7.0485 13.7034 15.0528
H 10.5432 12.2424 12.7457
H 12.5254 20.9956 13.5462
H 11.3065 22.5158 16.1108
O 6.1715 19.9360 13.9595
H 8.0353 20.7961 8.6484
H 11.5208 14.3033 13.9842
H 11.9477 15.9493 10.3051
C 13.9675 12.5430 12.9628
H 6.3459 20.0182 10.9909
H 9.3098 11.8420 14.7621
H 7.0775 21.7497 9.7504
C 10.3269 11.2265 13.0762
H 14.6573 11.7262 15.3517
H 11.6099 15.1478 9.0546
H 14.9816 12.9119 13.1167
H 13.8264 20.4550 10.7059
C 13.9423 9.6016 15.2769
C 14.4949 14.9717 10.8023
H 14.3063 18.7218 6.4485
H 6.2307 17.7974 14.4062
C 7.7028 15.7877 8.5136
C 15.8177 20.5348 11.5446
O 11.8948 22.6635 15.3667
H 10.4951 15.4046 6.3367
H 11.1918 10.9406 13.6749
H 9.1201 16.9827 11.8023
H 7.7515 18.9991 10.6068
H 9.4591 14.3197 9.6214
O 13.8997 11.2129 13.4754
H 12.5506 19.2725 16.9829
H 16.1282 18.0824 7.6510
H 10.0401 18.5695 10.3082
H 15.6181 21.5527 11.8796
H 12.9051 11.5875 15.1315
H 8.9096 14.0284 14.0664
H 5.7884 17.0258 9.9327
C 14.5376 19.8825 11.3014
H 11.1770 10.2447 11.7100
N 12.4156 15.5683 9.4951
C 6.7915 18.6160 13.9550
O 8.9667 21.2632 10.4803
H 7.0839 14.9626 8.1611
H 14.6056 18.9091 10.8157
H 9.1058 15.6224 14.7916
C 6.3236 16.1781 10.3605
H 5.7780 13.1323 16.0868
H 8.1501 14.5217 17.3926
H 13.9931 16.2074 13.8878
H 11.4182 21.3742 12.3014
H 10.3611 21.6277 14.5856
H 12.9923 13.5060 7.9073
H 8.1377 12.7605 17.0318
C 6.5424 13.9041 15.9971
H 15.0808 15.8109 10.4273
H 13.2816 13.1466 13.5571
H 16.0691 9.1547 15.4074
C 14.3972 16.2911 12.8790
C 9.4390 15.2634 6.5662
H 15.2889 17.0259 8.7703
C 13.7944 13.8052 8.5820
C 13.0851 19.1584 16.0398
H 9.4245 21.9982 10.0658
H 15.2111 7.7400 15.0370
H 13.8044 12.5373 11.8851
H 9.0394 10.1092 14.4576
H 16.7256 18.9084 12.2990
C 9.0618 15.0846 13.8445
H 12.2139 15.3936 13.0824
H 15.4328 16.6266 7.0173
H 7.8046 19.1775 15.8002
H 9.1611 14.2449 6.2948
H 6.5243 19.2078 9.4061
H 14.0546 19.6383 12.2475
H 10.4717 23.2201 13.9299
O 16.4968 19.8067 12.5486
*
```